The following is a DFT calculation (ωB97M-V/def2-TZVPD) of a molecular structure, C33H25N5O2PSbSe4Tc.

HOMO-LUMO gap (alpha / beta), eV: 5.4 / 4.4
HOMO energy (alpha / beta), eV: -6.84 / -6.76
Net charge: 0
Molecular weight, g mol⁻¹: 1090.17
Energy relative to the best compared isomer or geometry (same formula, charge and spin), eV: 0.139
Energy, Eh: -11965.058341
2S+1: 4

Each line ends with the Löwdin spin population.
Geometry (Å):
1 Tc -0.26 -0.29 -0.58  1.45
2 O 1.77 -4.33 -5.79  0.00
3 C 1.82 -3.08 -5.83  0.00
4 O 2.27 -2.25 -6.64  0.00
5 C 1.20 -2.40 -4.56  0.02
6 C 1.06 -1.02 -4.51  0.00
7 C 0.57 -0.44 -3.37  0.01
8 N 0.25 -1.20 -2.30  0.00
9 C 0.41 -2.53 -2.31  0.01
10 C 0.86 -3.16 -3.45  0.00
11 C 0.15 -3.17 -1.00  0.01
12 C 0.22 -4.53 -0.82  0.00
13 C 0.06 -5.07 0.45  0.01
14 C -0.16 -4.21 1.51  0.00
15 C -0.22 -2.86 1.26  0.01
16 N -0.10 -2.33 0.04  0.00
17 C 0.30 1.02 -3.17  0.01
18 C 0.47 1.93 -4.19  0.00
19 C 0.06 3.24 -4.00  0.01
20 C -0.59 3.57 -2.82  0.00
21 C -0.71 2.61 -1.84  0.01
22 N -0.22 1.37 -1.97  0.00
23 H 1.37 -0.45 -5.38  0.00
24 H 0.98 -4.24 -3.52  0.00
25 H 0.40 -5.17 -1.67  0.00
26 H 0.11 -6.14 0.61  0.00
27 H -0.31 -4.58 2.52  0.00
28 H -0.40 -2.16 2.06  0.00
29 H 0.90 1.62 -5.13  0.00
30 H 0.21 3.98 -4.78  0.00
31 H -1.00 4.56 -2.66  0.00
32 H -1.27 2.81 -0.94  0.00
33 N 1.28 0.72 2.03  0.00
34 P -0.37 0.88 1.53  0.01
35 C -1.14 0.59 3.17  0.00
36 C -1.87 -0.56 3.47  0.00
37 C -2.39 -0.75 4.74  0.00
38 C -2.17 0.20 5.73  0.00
39 C -1.43 1.34 5.44  0.00
40 C -0.92 1.54 4.17  0.00
41 C -0.54 2.69 1.41  0.00
42 C -1.80 3.27 1.57  0.00
43 C -1.99 4.61 1.28  0.00
44 C -0.93 5.38 0.83  0.00
45 C 0.33 4.81 0.68  0.00
46 C 0.52 3.46 0.96  0.00
47 C 2.26 0.24 1.21  0.01
48 C 3.58 0.15 1.65  0.00
49 C 4.55 -0.29 0.79  0.01
50 C 4.20 -0.65 -0.52  0.00
51 C 2.88 -0.56 -0.87  0.01
52 N 1.90 -0.13 -0.04  0.01
53 H 1.54 0.97 2.96  0.00
54 H -2.08 -1.31 2.72  0.00
55 H -2.96 -1.65 4.94  0.00
56 H -2.59 0.05 6.72  0.00
57 H -1.26 2.08 6.21  0.00
58 H -0.37 2.45 3.96  0.00
59 H -2.63 2.66 1.91  0.00
60 H -2.97 5.06 1.41  0.00
61 H -1.09 6.43 0.58  0.00
62 H 1.16 5.41 0.33  0.00
63 H 1.49 3.02 0.82  0.00
64 H 3.82 0.43 2.67  0.00
65 H 5.58 -0.37 1.12  0.00
66 H 4.93 -1.00 -1.24  0.00
67 H 2.58 -0.84 -1.87  0.00
68 Se -3.99 -3.98 2.72  0.11
69 Sb -4.20 -3.20 0.42  0.12
70 Se -2.58 -0.33 -1.15  0.32
71 Se -3.97 -0.53 0.69  0.10
72 Se -6.53 -3.39 -0.37  0.77